{"formula": "C6H12O", "method": "wB97M-V/def2-TZVPD", "species": ["C", "C", "C", "O", "C", "C", "C", "H", "H", "H", "H", "H", "H", "H", "H", "H", "H", "H", "H"], "xyz": [[2.099, 0.104, 1.525], [1.109, 0.237, 0.408], [1.499, 0.495, -1.003], [-0.006, -0.442, 0.622], [-1.078, -0.381, -0.141], [-1.364, 0.890, -0.852], [-2.151, -1.355, 0.228], [2.210, -0.940, 1.857], [1.825, 0.691, 2.411], [3.080, 0.459, 1.198], [1.112, 1.412, -1.471], [1.101, -0.340, -1.616], [2.591, 0.519, -1.094], [-0.915, 1.019, -1.848], [-2.447, 1.017, -0.963], [-0.959, 1.714, -0.231], [-1.813, -1.989, 1.054], [-2.416, -2.016, -0.608], [-3.079, -0.850, 0.536]], "gap_ev": [7.62, 7.54], "homo_ev": [-6.585, -6.525]}

***

{"formula": "C4H2", "method": "wB97M-V/def2-TZVPD", "species": ["C", "C", "C", "C", "H", "H"], "xyz": [[0.074, 0.073, -0.434], [-0.984, 0.201, 0.307], [1.205, -0.241, -0.982], [2.357, -0.704, -1.301], [-1.829, 0.877, 0.245], [-0.906, -0.522, 1.114]], "gap_ev": 8.17, "homo_ev": -9.676}

***

{"formula": "C2H4N2OS2", "method": "wB97M-V/def2-TZVPD", "species": ["H", "N", "C", "N", "O", "S", "C", "S", "H", "H", "H"], "xyz": [[-0.247, -2.233, 1.583], [-0.299, -1.658, 0.764], [0.401, -0.618, 0.906], [1.255, -0.289, 1.967], [1.073, -1.141, 3.058], [0.509, 0.654, -0.356], [-0.897, 0.280, -1.310], [-1.364, 1.131, -2.598], [1.122, 0.652, 2.309], [1.912, -1.582, 3.133], [-1.416, -0.604, -0.928]], "gap_ev": 8.52, "homo_ev": -8.827, "smiles": "[H]/N=C(\\NO)SC=S"}

***

{"formula": "C46H39N4O4P2S2V", "method": "wB97M-V/def2-TZVPD", "species": ["V", "C", "P", "C", "C", "C", "C", "C", "C", "C", "C", "C", "C", "C", "C", "C", "C", "C", "C", "C", "P", "C", "C", "C", "C", "C", "C", "C", "C", "C", "C", "C", "C", "N", "H", "H", "H", "H", "H", "H", "H", "H", "H", "H", "H", "H", "H", "H", "H", "H", "H", "H", "H", "H", "H", "H", "H", "H", "H", "H", "C", "S", "C", "S", "N", "N", "C", "C", "C", "C", "C", "C", "N", "H", "H", "H", "H", "H", "H", "H", "H", "O", "C", "O", "C", "C", "C", "C", "O", "C", "O", "C", "C", "H", "H", "H", "H", "H"], "xyz": [[-0.426, -0.694, 0.636], [1.874, -3.089, 0.810], [1.849, -1.343, 1.471], [2.123, -1.544, 3.269], [2.402, -2.768, 3.871], [2.487, -2.874, 5.254], [2.300, -1.751, 6.052], [2.044, -0.517, 5.461], [1.950, -0.417, 4.079], [3.547, -0.827, 0.955], [4.358, -0.039, 1.770], [5.633, 0.336, 1.356], [6.121, -0.086, 0.128], [5.311, -0.853, -0.702], [4.029, -1.208, -0.301], [1.238, -2.998, -0.556], [1.326, -3.766, -1.705], [0.549, -3.093, -2.703], [0.030, -1.961, -2.101], [-0.651, -0.709, -2.614], [0.027, 0.623, -1.500], [1.789, 0.733, -2.076], [2.617, 1.616, -1.374], [3.898, 1.909, -1.819], [4.396, 1.288, -2.958], [3.611, 0.357, -3.626], [2.312, 0.085, -3.193], [-0.496, 2.214, -2.277], [-0.158, 3.417, -1.655], [-0.515, 4.632, -2.217], [-1.227, 4.669, -3.414], [-1.583, 3.480, -4.032], [-1.225, 2.258, -3.461], [0.427, -1.916, -0.787], [2.893, -3.462, 0.759], [1.303, -3.725, 1.482], [2.555, -3.653, 3.264], [2.697, -3.834, 5.711], [2.349, -1.836, 7.132], [1.894, 0.363, 6.079], [1.721, 0.544, 3.622], [4.004, 0.279, 2.743], [6.248, 0.954, 2.002], [7.123, 0.189, -0.188], [5.672, -1.169, -1.673], [3.402, -1.787, -0.973], [1.894, -4.683, -1.825], [0.402, -3.406, -3.731], [-0.439, -0.526, -3.664], [-1.725, -0.744, -2.460], [2.249, 2.083, -0.466], [4.510, 2.620, -1.274], [5.393, 1.523, -3.318], [3.999, -0.156, -4.501], [1.720, -0.641, -3.735], [0.358, 3.412, -0.704], [-0.251, 5.554, -1.708], [-1.506, 5.618, -3.858], [-2.139, 3.492, -4.964], [-1.526, 1.342, -3.955], [-1.288, 5.524, 1.452], [-0.214, 4.213, 2.059], [-1.129, 2.669, 1.765], [-2.392, 2.523, 0.659], [-0.559, 1.765, 2.514], [-0.781, 0.416, 2.258], [-0.976, -0.281, 3.340], [-1.092, -1.708, 3.188], [-1.335, -2.595, 4.231], [-1.513, -3.930, 3.951], [-1.482, -4.363, 2.619], [-1.205, -3.445, 1.638], [-0.958, -2.145, 1.908], [-0.691, 6.231, 0.873], [-1.766, 6.033, 2.289], [-2.036, 5.054, 0.811], [-1.079, 0.211, 4.294], [-1.380, -2.218, 5.247], [-1.699, -4.636, 4.753], [-1.670, -5.397, 2.357], [-1.156, -3.732, 0.595], [-3.779, -1.574, 1.097], [-3.416, -0.914, 0.133], [-2.197, -0.561, -0.191], [-4.444, -0.418, -0.852], [-5.714, -0.971, -0.844], [-6.712, -0.523, -1.721], [-6.371, 0.499, -2.569], [-7.163, 1.127, -3.501], [-6.375, 2.211, -4.009], [-5.046, 2.047, -3.527], [-5.111, 1.047, -2.579], [-4.117, 0.613, -1.744], [-5.918, -1.755, -0.127], [-7.709, -0.947, -1.722], [-6.784, 3.157, -3.657], [-6.378, 2.187, -5.095], [-3.133, 1.071, -1.733]], "gap_ev": [6.19, 6.68], "homo_ev": [-3.788, -4.591], "total_charge": -1, "multiplicity": 4}

***

{"formula": "C38H97N7O12", "method": "wB97M-V/def2-TZVPD", "species": ["C", "O", "C", "C", "C", "N", "H", "H", "H", "H", "H", "H", "H", "H", "H", "H", "H", "C", "O", "C", "C", "C", "N", "H", "H", "H", "H", "H", "H", "H", "H", "H", "H", "H", "C", "O", "C", "C", "N", "C", "C", "O", "C", "H", "H", "H", "H", "H", "H", "H", "H", "H", "H", "H", "H", "H", "H", "H", "C", "O", "C", "C", "N", "C", "C", "O", "C", "H", "H", "H", "H", "H", "H", "H", "H", "H", "H", "H", "H", "H", "H", "H", "C", "O", "C", "C", "N", "C", "C", "O", "C", "H", "H", "H", "H", "H", "H", "H", "H", "H", "H", "H", "H", "H", "H", "H", "C", "O", "C", "C", "N", "C", "C", "O", "C", "H", "H", "H", "H", "H", "H", "H", "H", "H", "H", "H", "H", "H", "H", "H", "C", "O", "C", "C", "N", "C", "C", "O", "C", "H", "H", "H", "H", "H", "H", "H", "H", "H", "H", "H", "H", "H", "H", "H"], "xyz": [[-0.005, -11.807, -3.290], [-1.399, -12.028, -3.192], [-1.659, -13.299, -2.637], [-3.147, -13.432, -2.335], [-3.538, -12.446, -1.224], [-3.502, -14.795, -1.988], [0.503, -12.158, -2.387], [0.122, -10.730, -3.369], [0.451, -12.302, -4.151], [-1.396, -14.116, -3.322], [-1.046, -13.392, -1.729], [-3.634, -13.204, -3.287], [-3.966, -11.496, -1.559], [-2.709, -12.323, -0.522], [-4.344, -12.776, -0.558], [-4.444, -14.890, -1.623], [-2.919, -15.190, -1.257], [2.798, -12.466, -0.225], [2.012, -11.318, -0.476], [1.678, -10.568, 0.685], [0.532, -9.557, 0.470], [-0.844, -10.121, 0.816], [0.459, -9.080, -0.912], [2.980, -12.896, -1.206], [2.246, -13.097, 0.482], [3.731, -12.198, 0.286], [1.429, -11.174, 1.564], [2.601, -10.004, 0.878], [0.809, -8.719, 1.116], [-1.505, -9.279, 0.593], [-0.984, -10.361, 1.870], [-1.131, -10.916, 0.128], [1.372, -8.642, -1.090], [0.622, -9.912, -1.488], [-4.698, -14.842, 7.504], [-3.543, -15.056, 6.727], [-2.597, -15.933, 7.294], [-1.398, -15.906, 6.356], [-1.784, -16.190, 4.968], [-0.822, -15.760, 3.950], [-0.700, -14.238, 3.803], [0.049, -13.846, 2.667], [-0.573, -14.107, 1.443], [-4.378, -14.589, 8.520], [-5.369, -15.707, 7.514], [-5.285, -14.019, 7.101], [-2.953, -16.948, 7.491], [-2.266, -15.504, 8.248], [-0.645, -16.669, 6.558], [-1.000, -14.888, 6.456], [-2.701, -15.792, 4.802], [-1.259, -16.172, 3.037], [0.127, -16.261, 4.138], [-0.130, -13.867, 4.659], [-1.647, -13.688, 3.788], [-0.307, -15.065, 0.981], [-0.141, -13.459, 0.667], [-1.639, -13.870, 1.406], [-1.881, -14.971, 11.766], [-2.460, -14.623, 12.988], [-3.778, -15.172, 13.135], [-4.385, -14.816, 14.459], [-5.223, -13.619, 14.349], [-4.426, -12.418, 14.143], [-5.312, -11.198, 14.264], [-5.783, -10.992, 15.575], [-7.111, -10.585, 15.677], [-2.530, -14.676, 10.931], [-1.645, -16.034, 11.649], [-0.954, -14.431, 11.571], [-3.573, -16.248, 13.071], [-4.462, -14.893, 12.330], [-3.738, -14.682, 15.338], [-4.948, -15.671, 14.851], [-5.996, -13.526, 14.984], [-3.907, -12.408, 13.183], [-3.587, -12.311, 14.849], [-6.098, -11.282, 13.508], [-4.670, -10.366, 13.962], [-7.282, -9.551, 15.340], [-7.412, -10.558, 16.724], [-7.827, -11.184, 15.105], [-5.910, -12.754, 10.755], [-6.492, -11.771, 9.890], [-6.798, -10.577, 10.573], [-5.537, -9.719, 10.725], [-5.482, -8.853, 11.922], [-6.620, -7.926, 12.037], [-6.676, -6.872, 10.946], [-5.648, -5.938, 11.285], [-5.509, -4.903, 10.329], [-6.528, -12.818, 11.652], [-4.867, -12.562, 11.012], [-5.998, -13.665, 10.165], [-7.389, -10.696, 11.489], [-7.482, -9.978, 9.959], [-5.303, -9.220, 9.778], [-4.711, -10.426, 10.844], [-4.618, -8.339, 11.784], [-6.491, -7.448, 13.009], [-7.546, -8.495, 12.141], [-7.628, -6.333, 10.983], [-6.436, -7.256, 9.949], [-6.450, -4.620, 9.831], [-4.992, -5.383, 9.486], [-5.108, -3.979, 10.730], [8.593, -13.268, 10.210], [7.566, -13.413, 9.274], [7.519, -14.631, 8.539], [6.576, -14.435, 7.362], [5.190, -14.681, 7.750], [4.345, -14.799, 6.581], [2.859, -14.549, 6.882], [2.822, -13.140, 7.172], [1.532, -12.643, 7.479], [8.257, -13.515, 11.224], [9.137, -12.326, 10.257], [9.342, -14.045, 9.992], [7.190, -15.377, 9.267], [8.522, -14.865, 8.160], [6.806, -15.169, 6.584], [6.811, -13.463, 6.911], [4.872, -13.913, 8.335], [4.385, -15.857, 6.285], [4.528, -14.242, 5.656], [2.408, -15.080, 7.722], [2.314, -14.679, 5.941], [1.399, -11.713, 6.916], [1.501, -12.316, 8.522], [0.735, -13.330, 7.191], [-8.900, -12.560, -0.934], [-9.003, -13.942, -1.271], [-8.221, -14.347, -2.368], [-6.737, -14.247, -2.085], [-6.311, -14.826, -0.786], [-6.178, -16.283, -0.834], [-5.519, -16.900, 0.390], [-4.221, -16.483, 0.632], [-3.531, -17.172, 1.645], [-7.857, -12.315, -0.716], [-9.501, -12.400, -0.048], [-9.189, -11.961, -1.800], [-8.497, -13.793, -3.277], [-8.480, -15.368, -2.660], [-6.345, -13.241, -2.252], [-6.232, -14.854, -2.850], [-7.187, -14.646, -0.286], [-5.525, -16.563, -1.669], [-7.136, -16.805, -0.937], [-5.695, -17.983, 0.325], [-6.183, -16.616, 1.232], [-2.469, -17.126, 1.399], [-3.738, -18.250, 1.667], [-3.777, -16.718, 2.610]], "gap_ev": 9.03, "homo_ev": -8.540, "smiles": "COC[C@H](C)N.COC[C@H](C)N.COCCNCCOC.COCCNCCOC.COCCNCCOC.COCCNCCOC.COCCNCCOC"}

***

{"formula": "C27H29BrCaN5OS", "method": "wB97M-V/def2-TZVPD", "species": ["Ca", "Br", "C", "C", "C", "C", "O", "C", "C", "N", "C", "C", "C", "C", "C", "C", "C", "C", "N", "C", "C", "H", "H", "H", "H", "H", "H", "H", "H", "H", "H", "C", "C", "C", "C", "C", "C", "C", "C", "C", "C", "H", "H", "H", "H", "H", "H", "H", "H", "H", "H", "H", "H", "H", "H", "N", "N", "C", "N", "S", "H", "H", "H", "H", "H"], "xyz": [[-0.626, -0.095, -0.510], [-3.320, 7.057, 0.648], [-2.850, 5.313, 0.104], [-3.444, 4.751, -1.033], [-3.121, 3.483, -1.442], [-2.178, 2.694, -0.741], [-1.908, 1.499, -1.133], [-1.566, 3.281, 0.415], [-0.587, 2.653, 1.259], [-0.016, 1.498, 1.117], [0.950, 1.061, 2.061], [1.666, 1.911, 2.868], [2.586, 1.437, 3.826], [2.804, 0.102, 3.973], [2.132, -0.815, 3.126], [2.359, -2.205, 3.220], [1.725, -3.061, 2.366], [0.871, -2.507, 1.398], [0.631, -1.223, 1.284], [1.230, -0.348, 2.144], [-1.933, 4.585, 0.813], [-4.170, 5.328, -1.591], [-3.591, 3.052, -2.315], [-0.325, 3.255, 2.132], [1.536, 2.980, 2.777], [3.113, 2.151, 4.443], [3.497, -0.278, 4.711], [3.045, -2.575, 3.971], [1.877, -4.129, 2.406], [0.368, -3.152, 0.683], [-1.473, 5.016, 1.694], [3.817, -0.672, -1.461], [2.710, 0.232, -1.994], [3.232, 1.110, -3.134], [1.460, -0.530, -2.411], [0.408, 0.139, -3.052], [-0.767, -0.517, -3.401], [-0.940, -1.879, -3.149], [-2.194, -2.580, -3.574], [0.107, -2.547, -2.522], [1.279, -1.893, -2.164], [4.680, -0.072, -1.177], [4.146, -1.387, -2.218], [3.505, -1.232, -0.578], [2.416, 0.897, -1.168], [3.370, 0.520, -4.042], [4.195, 1.543, -2.865], [2.559, 1.934, -3.370], [0.490, 1.199, -3.261], [-1.562, 0.047, -3.874], [-3.072, -2.141, -3.098], [-2.165, -3.637, -3.314], [-2.326, -2.501, -4.653], [0.016, -3.611, -2.332], [2.073, -2.461, -1.698], [-2.472, -0.604, 2.829], [-2.509, -2.001, 2.625], [-2.659, -2.571, 1.435], [-2.530, -3.913, 1.380], [-2.993, -1.671, 0.036], [-3.234, -0.379, 3.466], [-2.732, -0.191, 1.930], [-2.148, -2.534, 3.401], [-2.631, -4.466, 2.218], [-2.806, -4.350, 0.516]], "gap_ev": 6.76, "homo_ev": -9.854, "total_charge": 1}

***

{"formula": "C4H9NO", "method": "wB97M-V/def2-TZVPD", "species": ["C", "N", "C", "C", "C", "O", "H", "H", "H", "H", "H", "H", "H", "H", "H"], "xyz": [[1.840, -0.954, -0.094], [1.263, 0.350, 0.046], [-0.125, 0.463, -0.292], [-0.513, 1.948, -0.051], [-1.015, -0.643, 0.446], [-1.771, -1.335, -0.206], [2.736, -1.004, 0.683], [2.077, -1.182, -1.104], [1.015, -1.755, 0.196], [1.347, 0.744, 0.995], [-0.433, 0.224, -1.330], [-0.040, 2.228, 1.003], [0.191, 2.453, -0.696], [-1.733, 2.294, 0.010], [-0.950, -0.653, 1.527]], "gap_ev": 9.82, "homo_ev": -8.848, "smiles": "CN[C@H](C)C=O"}

***

{"formula": "C12H24Br9O7P", "method": "wB97M-V/def2-TZVPD", "species": ["C", "C", "O", "P", "O", "O", "C", "C", "O", "C", "C", "H", "H", "H", "H", "H", "H", "H", "H", "H", "H", "H", "H", "H", "H", "H", "C", "Br", "Br", "Br", "H", "C", "Br", "Br", "Br", "H", "C", "Br", "Br", "Br", "H", "C", "O", "C", "O", "O", "C", "H", "H", "H", "H", "H", "H"], "xyz": [[-4.716, 0.949, -2.163], [-3.260, 1.507, -2.235], [-2.471, 0.932, -1.182], [-1.414, -0.240, -1.426], [-0.987, -0.821, -0.129], [-0.333, 0.496, -2.436], [0.788, -0.205, -2.994], [1.988, 0.754, -3.022], [-2.246, -1.279, -2.390], [-2.493, -2.652, -1.920], [-3.475, -3.306, -2.798], [-5.130, 0.915, -1.208], [-5.342, 1.519, -2.831], [-4.749, -0.057, -2.526], [-2.846, 1.296, -3.205], [-3.218, 2.577, -2.016], [1.035, -0.926, -2.211], [0.528, -0.682, -3.942], [2.791, 0.342, -3.561], [1.756, 1.725, -3.444], [2.399, 0.997, -2.036], [-1.511, -3.179, -1.997], [-2.803, -2.607, -0.849], [-3.996, -4.120, -2.327], [-4.276, -2.612, -3.138], [-3.049, -3.577, -3.750], [-2.314, 1.480, 4.102], [-4.059, 2.287, 3.813], [-1.581, 0.488, 2.468], [-2.357, 0.356, 5.667], [-1.567, 2.284, 4.220], [1.876, 1.413, 5.815], [1.811, -0.097, 4.701], [1.651, 1.062, 7.721], [0.857, 3.003, 5.267], [2.822, 1.807, 5.639], [1.722, 3.066, 1.868], [3.496, 2.621, 2.546], [1.469, 2.592, 0.019], [1.308, 4.917, 2.165], [0.993, 2.438, 2.372], [5.562, -1.407, -0.601], [4.695, -1.439, 0.602], [3.443, -1.480, 0.285], [2.968, -1.414, -0.810], [2.693, -1.734, 1.417], [1.293, -1.492, 1.279], [6.577, -1.442, -0.213], [5.393, -0.508, -1.214], [5.332, -2.363, -1.128], [0.996, -1.878, 0.342], [1.093, -0.401, 1.237], [0.853, -1.905, 2.157]], "gap_ev": 9.87, "homo_ev": -9.945}